# 1
C20H40IN5O12 | ωB97M-V/def2-TZVPD

Cartesian coordinates (Å):
1 C -1.327766 0.978588 0.560380
2 C 0.353795 2.226788 2.231504
3 O -1.025811 2.074779 -0.403816
4 O 6.358874 -1.244149 -2.501793
5 O 6.201991 -0.388986 -4.586623
6 C 0.129611 2.003962 -1.047131
7 H 2.114429 2.899170 -6.422657
8 H 0.842919 -0.492154 1.160108
9 C 0.392351 -0.022067 -9.888759
10 C -5.807031 -3.488439 4.901987
11 C -5.196140 -1.607544 9.090530
12 C -5.432825 -2.540089 6.981980
13 H -0.354875 -3.172777 3.027603
14 H 1.020590 2.539179 -5.082221
15 H -1.213678 -0.367327 -0.933485
16 O 2.194986 0.943259 -8.215410
17 H 8.788750 -2.298615 -2.499984
18 O -4.261688 -2.403128 6.749665
19 N 0.469124 2.367563 3.718693
20 H 0.928528 0.677974 -10.527871
21 H 2.350180 1.971276 2.490379
22 C 0.397000 -2.613884 2.452715
23 H -1.685040 1.753019 2.571759
24 C 4.778464 -0.394014 -4.446099
25 C -2.906497 1.106463 0.546015
26 H 0.090065 4.232257 2.571797
27 H -5.422238 1.514393 2.573418
28 H -3.788672 2.298670 2.638415
29 H 0.814092 -1.115497 -0.479843
30 H -4.747449 -0.689761 8.712950
31 O 0.876688 2.938380 -1.068099
32 H -4.183519 0.900291 3.688461
33 C -0.867382 1.297345 2.000756
34 H -3.198714 0.787504 -0.467937
35 C -4.346658 1.356768 2.705738
36 C 6.855774 -0.846342 -3.521761
37 H -0.520855 -0.329759 -10.391672
38 N 0.118715 3.617760 1.764305
39 H -5.813431 -1.368906 9.952724
40 C 0.021198 -2.470092 0.948483
41 C 8.991652 -1.250867 -2.717613
42 O -6.338697 -3.066986 6.158768
43 H -0.362167 2.841415 4.064052
44 H -5.382220 -2.644685 4.360033
45 H 0.497539 -1.637674 2.954330
46 O -6.053423 -2.190574 8.109836
47 O 8.163886 -0.787276 -3.782636
48 C 1.608580 1.112799 -2.485916
49 H -5.058405 -4.267396 5.042286
50 H 0.680524 -3.154534 0.393316
51 H 4.471524 0.245801 -3.625737
52 H 1.924727 1.951289 0.913696
53 N 2.493498 1.462741 -3.128756
54 H 0.391372 1.440064 4.137050
55 H -0.652071 0.355823 2.525197
56 H 1.002193 -0.903216 -9.694362
57 O 0.539593 1.598832 -6.825807
58 H 1.375618 -3.101052 2.562619
59 C 0.201274 -0.996722 0.432781
60 I -3.114473 -1.404524 2.562768
61 C -3.785316 0.389173 1.578676
62 H 0.986013 3.881522 1.307147
63 C 1.536147 2.113547 -5.937669
64 O 0.453385 0.901600 -1.864116
65 N 1.632455 1.670654 1.843079
66 H 4.359930 -0.003136 -5.370638
67 O 0.006764 0.604614 -8.665944
68 H -3.128414 2.186192 0.591491
69 N -1.048942 -0.338089 0.062796
70 H -0.999288 -2.827398 0.764669
71 C 1.031719 1.040160 -7.930328
72 H -4.423107 -2.312051 9.394010
73 H -4.696585 0.075404 1.054157
74 H 4.412171 -1.409873 -4.297947
75 H 2.189082 1.317982 -5.591650
76 H 8.848440 -0.642599 -1.825550
77 H -6.630185 -3.897267 4.321404
78 H 10.022450 -1.153264 -3.048646

Cartesian forces (eV/Å) of the 6 atoms listed first:
-3.2457 -0.8216 0.6505
-0.1246 1.0521 2.0578
1.2185 -1.8056 -0.5628
-0.0111 -0.0574 0.1137
0.0629 -0.0451 -0.0509
0.4973 2.8101 0.2193

HOMO: -0.3333 Eh
strongest force on any atom: 3.411 eV/Å
HOMO-LUMO gap: 9.38 eV
SMILES: CCCN[C@@](C[C@H](C)I)(CC(N)(N)N)OC(=O)OC#N.COC(=O)OC.COC(=O)OC.COC(=O)OC

Here are the Löwdin charges for atoms 1 to 5, given in e:
1. C -0.407
2. C -0.616
3. O 0.096
4. O 0.122
5. O 0.010

# 2
C7H10 | ωB97M-V/def2-TZVPD

Cartesian coordinates (Å):
1 H 3.109284 1.238539 -1.919753
2 H 0.089013 -2.936514 1.083461
3 C 2.217777 1.050704 -1.358680
4 C 1.234057 0.739646 -0.731159
5 H -1.224218 1.064011 -1.718916
6 C -0.753280 1.737252 0.357681
7 C 0.186268 -2.131761 0.338928
8 C -1.285410 0.793758 -0.671089
9 H 0.618902 -0.622979 1.819228
10 C 0.016279 0.463401 0.020788
11 H -0.391779 2.697846 -0.007458
12 H -1.202421 1.791336 1.343743
13 H 1.196041 -2.193266 -0.075875
14 H -0.527008 -2.362251 -0.461644
15 H -2.141386 0.189548 -0.386976
16 C -0.063567 -0.751339 0.972649
17 H -1.078552 -0.767930 1.395072

Cartesian forces (eV/Å) of the 6 atoms listed first:
-0.2576 0.0516 0.1479
0.0310 0.3620 -0.0991
-0.3447 -0.4021 0.2785
0.3306 -0.1864 -0.1787
-0.1365 0.1226 0.1524
-0.0458 0.0712 0.1724

HOMO: -0.3405 Eh
relative energy (zero: lowest compared OMol25 entry of this formula, charge and spin): 57.8 kcal per mole
strongest force on any atom: 0.598 eV/Å
HOMO-LUMO gap: 10.40 eV
SMILES: C#CC1(CC)CC1

Here are the Löwdin charges for atoms 1 to 5, given in e:
1. H 0.023
2. H 0.072
3. C 0.121
4. C -0.088
5. H 0.109

# 3
C5H9NO4 | ωB97M-V/def2-TZVPD

Cartesian coordinates (Å):
1 N -2.373809 -0.493460 -2.071392
2 H -2.744140 -1.027327 -3.059476
3 C 0.780651 -0.113180 0.671676
4 O -0.095723 0.017300 -0.324137
5 C -0.072292 -0.947679 -1.360920
6 H 0.916033 -0.994330 -1.838342
7 C 0.631235 1.044832 1.627690
8 O -0.993885 -1.133552 -3.532160
9 O 1.557884 -1.027211 0.766818
10 C 1.474728 2.014182 3.568077
11 O 1.581919 0.964624 2.635243
12 H -0.400631 1.021689 2.026330
13 H 1.615341 2.994097 3.080304
14 H 0.488815 2.004739 4.063846
15 H -2.601651 0.158784 -1.330825
16 H -0.317481 -1.941150 -0.960626
17 H 2.258074 1.868371 4.319851
18 H 0.723892 1.978411 1.041393
19 C -1.085815 -0.553493 -2.414641

Cartesian forces (eV/Å) of the 6 atoms listed first:
-0.6494 -0.0193 -1.6211
-0.1078 2.5597 3.3644
0.8236 -0.7130 0.4242
-0.5374 0.6163 -0.0122
1.3144 0.9424 -0.4603
-0.2007 0.0078 0.3050

HOMO: -0.3731 Eh
relative energy (zero: lowest compared OMol25 entry of this formula, charge and spin): 76.6 kcal per mole
strongest force on any atom: 5.700 eV/Å
HOMO-LUMO gap: 10.45 eV
SMILES: COCC(=O)OCC(N)=O

Here are the Löwdin charges for atoms 1 to 5, given in e:
1. N 0.117
2. H 0.234
3. C -0.461
4. O 0.001
5. C -0.084

# 4
C20H26N3O9P2RuSSe2 | ωB97M-V/def2-TZVPD

Cartesian coordinates (Å):
1 C 1.770613 2.539136 2.494007
2 C -5.264391 -1.450662 2.115314
3 H -1.706191 3.092131 2.394313
4 C 1.038812 -1.098138 -3.447619
5 H -0.927836 -1.166854 -6.273594
6 C -0.632452 -2.146905 1.624289
7 O -1.262404 2.677073 -0.810515
8 H -5.641785 0.289741 0.913544
9 C -3.007679 -2.191683 2.154538
10 Ru 0.017967 0.144543 0.052197
11 P 0.080084 1.959714 2.856579
12 O 3.555195 3.117276 0.579501
13 O -1.000317 1.437809 -3.457536
14 N 1.877204 3.878887 3.206424
15 H -4.602759 -3.154375 3.242008
16 C -4.890316 -0.406917 1.260881
17 C -0.184217 -0.722819 -4.281692
18 H -1.037540 0.860394 -5.424845
19 C -3.585588 -0.252440 0.843315
20 C 1.387025 -1.260932 0.721789
21 C 1.548117 -3.226063 2.187778
22 H -0.979741 2.380837 -3.641319
23 C -0.027855 -1.345111 -5.683129
24 O -0.086757 0.628853 2.162493
25 C 2.773242 1.573128 3.115135
26 H 0.354240 3.910539 0.145000
27 P 2.128187 2.796161 0.716862
28 O 1.263729 4.123159 0.397761
29 O -0.110421 2.114160 4.318654
30 C -4.326877 -2.351092 2.571975
31 H 3.282634 -0.489090 0.070571
32 H 1.486203 4.606399 2.599768
33 H 2.852000 4.101085 3.406228
34 H 3.789970 1.917680 2.920559
35 C 3.532320 -2.201240 1.326679
36 N -1.259154 -1.181173 0.997365
37 H 3.522496 -3.938765 2.602334
38 O -0.791731 3.096943 2.083350
39 C 2.780528 -1.249231 0.654747
40 C 2.923120 -3.199457 2.087673
41 C 0.802320 -2.258508 1.510936
42 H -6.297333 -1.552054 2.420161
43 C -0.384117 0.769803 -4.547200
44 H -3.304658 0.539212 0.168217
45 Se -1.420444 -1.249829 -1.597981
46 S -1.634319 -3.156540 2.582656
47 H 1.946628 -1.123499 -4.063695
48 H -2.316343 -0.860812 -3.915647
49 O 0.147670 -2.751977 -5.672856
50 H 1.324958 3.803640 4.073004
51 C -1.386131 -1.314842 -3.571767
52 O 1.512467 1.587771 0.053060
53 H 0.812529 -0.855366 -6.191760
54 H -1.407723 -2.385471 -3.771564
55 H 0.585425 1.220283 -4.793733
56 H 0.964399 -2.958000 -5.206585
57 H 4.613452 -2.170925 1.257886
58 Se 1.497120 0.091072 -2.016249
59 N -1.280047 1.591114 -0.432527
60 H 0.906018 -2.090371 -3.015212
61 H 1.059392 -3.979869 2.795602
62 H 2.597084 1.463582 4.187086
63 C -2.629387 -1.164426 1.291618
64 H 2.653367 0.593311 2.653167

Cartesian forces (eV/Å) of the 6 atoms listed first:
-0.0305 0.1666 0.1392
-0.0263 0.0416 -0.0244
0.0045 0.0633 0.0596
0.0923 -0.2023 -0.2275
-0.0128 -0.0165 0.0084
0.0222 -0.0006 -0.1056

HOMO (alpha / beta): -0.2690 / -0.2690 Eh
2S+1: 2
expectation value of S²: 0.761
relative energy (zero: lowest compared OMol25 entry of this formula, charge and spin): 0.0 kcal per mole
strongest force on any atom: 1.319 eV/Å
HOMO-LUMO gap (alpha / beta): 6.76 / 6.83 eV

Here are the Löwdin charges for atoms 1 to 5, given in e:
1. C -0.509
2. C -0.085
3. H 0.092
4. C -0.562
5. H 0.129

# 5
C10H18Br8Cl6 | ωB97M-V/def2-TZVPD

Cartesian coordinates (Å):
1 C -0.920560 2.364942 -1.795077
2 Br 3.164680 7.933252 6.398223
3 Br -5.681250 -3.400918 5.633153
4 C 2.080170 6.990922 3.755223
5 C 8.984710 1.019102 1.152373
6 C 3.210140 -6.171108 -3.384787
7 C -5.224700 -2.035558 4.234023
8 H 3.043800 -5.183718 -3.815467
9 H -4.389500 -1.459138 4.631873
10 H -8.239190 -3.351528 -4.781327
11 Br 1.655310 -7.639518 -5.464877
12 H -4.782790 -2.482038 3.343263
13 H -1.678300 2.535692 -1.030357
14 H 2.412770 -6.370648 -2.668897
15 H 2.825910 9.156382 4.084303
16 C -6.497570 -1.275088 3.812863
17 Br 4.858770 -6.141678 -2.334037
18 Cl -6.494920 -1.770628 -4.776247
19 C 0.180820 1.486752 -1.254687
20 H -1.381810 1.965852 -2.698437
21 Cl 8.878900 -0.641658 1.724103
22 C -7.657220 -2.842768 -5.549817
23 C 3.279920 -7.284558 -4.444287
24 C 2.266320 8.342202 4.544803
25 H 9.247990 1.576962 2.051033
26 Br -0.600790 -0.284198 -0.756467
27 H 2.974730 6.376952 3.859593
28 H 1.983050 7.262812 2.704143
29 H 0.796970 1.267552 -2.126697
30 H -7.131270 -2.070838 3.421293
31 Cl -6.781120 -3.918918 -6.612887
32 Br 0.461000 5.933912 4.259063
33 Cl -8.863870 -1.811418 -6.342677
34 H 4.035930 -6.913988 -5.136547
35 H 1.426180 8.989292 4.796913
36 H -6.967830 -0.725148 4.628053
37 Cl 10.099830 1.267422 -0.170437
38 Br -0.240000 4.138852 -2.234417
39 H 0.771700 1.966892 -0.474657
40 Cl 7.371770 1.455692 0.519563
41 H 3.631600 -8.224518 -4.018957
42 Br -6.110280 -0.031848 2.318173

Cartesian forces (eV/Å) of the 6 atoms listed first:
-0.6677 0.1515 0.7338
-0.8156 0.4882 -1.7810
0.2443 0.7484 -0.9725
-0.1472 1.7103 0.5084
-0.8880 -0.2043 -0.0606
-1.0568 -0.6768 0.1207

HOMO: -0.3775 Eh
relative energy (zero: lowest compared OMol25 entry of this formula, charge and spin): 43.6 kcal per mole
strongest force on any atom: 2.019 eV/Å
HOMO-LUMO gap: 10.50 eV
SMILES: ClC(Cl)Cl.ClC(Cl)Cl.BrCCBr.BrCCBr.BrCCBr.BrCCBr

Here are the Löwdin charges for atoms 1 to 5, given in e:
1. C -0.728
2. Br 0.455
3. Br 0.560
4. C -0.646
5. C -1.552

# 6
C9H12BrO5 | ωB97M-V/def2-TZVPD

Cartesian coordinates (Å):
1 H -3.222082 0.300982 -0.263085
2 H -1.941346 1.968953 1.753628
3 C -2.318646 0.879584 -0.069223
4 C 1.362205 -2.176363 -0.278273
5 H 3.188079 -2.837356 -0.031917
6 O 3.549627 1.291865 -0.862016
7 C -2.109547 0.934309 1.466762
8 H 1.315063 -1.379589 -2.335668
9 C 0.146014 0.802238 -0.729034
10 O -0.159239 3.053900 0.216358
11 O 2.472994 -2.520415 0.527855
12 H 2.811696 -1.140587 -1.446542
13 H -1.158669 -0.871608 -0.333980
14 O -2.217358 -0.800664 3.734793
15 C -1.184060 0.133091 -0.739903
16 C 0.422611 2.258171 -0.432847
17 C 1.723275 -1.128712 -1.356200
18 C 2.365813 1.357975 -0.959224
19 H -2.986597 0.584903 1.992795
20 H -2.459901 1.850062 -0.544331
21 H 0.633593 -1.757233 0.409431
22 H -1.266950 0.315872 1.753426
23 H 0.926506 -3.065285 -0.741595
24 Br -1.615079 -0.089230 -2.675592
25 C 1.346594 0.272113 -1.002935
26 O 1.657506 2.546111 -1.028831
27 H -1.282104 -0.783088 3.976147

Cartesian forces (eV/Å) of the 6 atoms listed first:
-0.0204 0.0044 -0.1635
0.2530 -0.0085 0.1662
-0.2838 -0.3032 0.2400
-0.0514 0.1320 -0.1728
-0.0503 -0.0205 -0.0376
-0.0185 0.0867 -0.3303

HOMO: -0.0897 Eh
total charge: -1
strongest force on any atom: 1.332 eV/Å
HOMO-LUMO gap: 3.99 eV

Here are the Löwdin charges for atoms 1 to 5, given in e:
1. H 0.095
2. H 0.064
3. C -0.293
4. C -0.232
5. H 0.082